No. 1
{
  "formula": "C21H35N2O4",
  "method": "ωB97M-V/def2-TZVPD",
  "multiplicity": 1,
  "e_tot_ha": -1231.39963,
  "charge": 1,
  "de_lowest_kj_mol": 0.0,
  "lumo_energy_ev": -2.083,
  "smiles": "COc1ccc(C[N@H+]2CC[C@H](N3C[C@@H](C)O[C@H](C)C3)CC2)c(OC)c1OC",
  "orbital_gap_ev": 8.8,
  "symbols": ["O", "O", "O", "O", "N", "N", "C", "C", "C", "C", "C", "C", "C", "C", "C", "C", "C", "C", "C", "C", "C", "C", "C", "C", "C", "C", "C", "H", "H", "H", "H", "H", "H", "H", "H", "H", "H", "H", "H", "H", "H", "H", "H", "H", "H", "H", "H", "H", "H", "H", "H", "H", "H", "H", "H", "H", "H", "H", "H", "H", "H", "H"],
  "coordinates": [[-0.038, 3.166, 4.677], [-0.068, -0.229, -2.698], [2.319, -0.669, -4.023], [3.306, -3.309, -4.229], [-0.897, 1.465, 2.920], [-1.272, -1.085, -0.481], [0.413, 4.964, 3.090], [3.245, -0.782, -5.091], [0.265, -3.810, -2.239], [3.801, -4.627, -4.340], [2.142, -3.089, -3.574], [0.024, -0.249, 1.432], [-1.830, 1.688, 4.011], [0.394, 3.458, 3.362], [0.478, -1.493, -2.840], [-0.470, 2.713, 2.324], [1.675, -1.753, -3.518], [-2.225, 0.707, 0.908], [-1.239, 0.371, 2.049], [-1.767, 2.842, 6.266], [-0.337, -1.469, 0.600], [-2.524, -0.536, 0.081], [-1.427, 2.960, 4.787], [-0.220, -2.517, -2.183], [0.002, 0.701, -3.774], [1.420, -4.094, -2.942], [-1.493, -2.187, -1.453], [-0.824, -2.227, 1.218], [2.852, -1.400, -5.899], [0.814, 5.159, 2.099], [-0.797, 1.419, -3.587], [-1.966, 3.824, 4.365], [-3.157, 1.090, 1.323], [1.037, 5.457, 3.829], [0.705, -0.535, 2.232], [3.386, 0.238, -5.447], [-0.812, -0.347, -1.048], [1.770, -5.111, -2.976], [0.539, 0.482, 0.807], [4.716, -4.540, -4.924], [-1.517, 3.768, 6.774], [3.097, -5.276, -4.867], [-1.775, 0.822, 4.677], [-1.184, 2.040, 6.710], [-0.265, -4.608, -1.744], [-0.170, 0.207, -4.730], [-1.870, -3.064, -0.923], [-3.201, -0.294, -0.741], [-2.253, -1.852, -2.165], [0.553, -1.906, 0.143], [-1.327, 3.343, 2.030], [-1.798, 1.482, 0.269], [4.037, -5.050, -3.360], [-0.590, 5.380, 3.152], [0.133, 2.523, 1.437], [1.418, 3.071, 3.323], [-2.826, 2.637, 6.394], [0.963, 1.213, -3.793], [-2.871, 1.796, 3.660], [4.200, -1.185, -4.753], [-1.706, -0.388, 2.689], [-2.989, -1.306, 0.701]]
}


No. 2
{
  "formula": "C21H36AsBaI4N2Si",
  "method": "ωB97M-V/def2-TZVPD",
  "multiplicity": 1,
  "e_tot_ha": -4672.68788,
  "charge": 1,
  "de_lowest_kj_mol": 308.6,
  "lumo_energy_ev": -4.493,
  "orbital_gap_ev": 4.6,
  "symbols": ["Ba", "I", "I", "I", "I", "As", "Si", "N", "N", "C", "C", "C", "C", "C", "C", "C", "C", "C", "C", "C", "C", "C", "C", "C", "C", "C", "C", "C", "C", "C", "H", "H", "H", "H", "H", "H", "H", "H", "H", "H", "H", "H", "H", "H", "H", "H", "H", "H", "H", "H", "H", "H", "H", "H", "H", "H", "H", "H", "H", "H", "H", "H", "H", "H", "H", "H"],
  "coordinates": [[-0.232, 0.648, 0.975], [-4.662, 4.586, 2.283], [-2.388, -1.457, 3.829], [0.305, -3.375, 2.580], [-2.625, 3.066, 1.660], [-2.138, -1.500, -1.040], [2.399, 2.237, 2.915], [1.644, -0.541, -0.682], [0.047, 1.434, -1.677], [1.698, 1.994, -3.308], [1.186, 1.155, -2.324], [3.074, 0.484, 3.198], [-4.648, -2.352, 0.188], [3.277, -2.262, -1.003], [3.724, 3.458, 3.464], [-0.742, -2.706, 4.292], [-3.417, -2.899, -0.522], [-3.164, -0.539, -2.414], [2.329, -1.595, -0.245], [-0.304, -3.713, -1.538], [1.905, -0.079, -1.912], [-1.003, -2.560, -2.243], [1.777, 2.313, 1.201], [-0.607, 2.546, -2.009], [2.814, -0.710, -2.753], [-3.950, 0.648, -1.872], [3.507, -1.817, -2.293], [-0.182, 3.425, -2.989], [0.897, 2.463, 4.061], [1.001, 3.141, -3.648], [-1.120, -3.576, 4.814], [-3.293, 1.377, -1.393], [4.616, 3.354, 2.842], [2.971, -0.349, -3.759], [-2.876, -3.591, 0.126], [-2.435, -0.213, -3.159], [3.590, 0.376, 4.153], [0.408, -4.207, -2.201], [3.808, -3.107, -0.589], [1.174, 2.600, 5.108], [-4.374, -1.739, 1.049], [-0.280, -1.868, -2.682], [-4.685, 0.345, -1.126], [0.218, 1.599, 4.031], [-1.634, -2.931, -3.055], [0.322, 3.343, 3.761], [-4.485, 1.165, -2.670], [0.249, -3.370, -0.661], [3.785, 0.226, 2.409], [2.521, 2.051, 0.438], [4.021, 3.321, 4.505], [3.368, 4.484, 3.350], [1.373, 3.299, 0.926], [2.643, 1.770, -3.779], [-0.056, -2.144, 4.913], [2.119, -1.920, 0.768], [-3.697, -3.446, -1.426], [-3.827, -1.257, -2.903], [1.387, 3.808, -4.407], [-1.016, -4.467, -1.202], [4.221, -2.318, -2.933], [-5.281, -3.163, 0.550], [2.276, -0.272, 3.179], [-1.519, 2.755, -1.459], [-0.759, 4.310, -3.213], [-5.257, -1.740, -0.478]]
}


No. 3
{
  "formula": "C21H36ClFIN3O3",
  "method": "ωB97M-V/def2-TZVPD",
  "multiplicity": 1,
  "e_tot_ha": -2069.47743,
  "de_lowest_kj_mol": 0.0,
  "lumo_energy_ev": 0.568,
  "smiles": "COCCO[C@@](F)(CC(=O)Cl)C[C@H](C)I.CCCC#N.CCCC#N.CCCC#N",
  "orbital_gap_ev": 9.5,
  "symbols": ["I", "Cl", "F", "O", "O", "O", "N", "N", "N", "C", "C", "C", "C", "C", "C", "C", "C", "C", "C", "C", "C", "C", "C", "C", "C", "C", "C", "C", "C", "C", "H", "H", "H", "H", "H", "H", "H", "H", "H", "H", "H", "H", "H", "H", "H", "H", "H", "H", "H", "H", "H", "H", "H", "H", "H", "H", "H", "H", "H", "H", "H", "H", "H", "H", "H", "H"],
  "coordinates": [[-4.126, 2.219, -0.196], [-0.329, 1.882, 0.624], [-2.097, -1.535, -2.679], [-2.594, 0.651, -2.947], [-0.521, 2.279, -1.936], [-4.388, 2.740, -3.640], [7.166, -0.712, 1.053], [-6.245, 0.368, 4.548], [1.104, -2.522, -1.046], [-4.822, -0.418, 1.091], [4.299, -1.219, -0.540], [-4.783, 1.407, -3.811], [2.110, -2.067, -1.359], [-3.689, 0.163, 0.222], [-0.684, 1.464, -1.098], [9.401, 0.463, 0.394], [9.320, 1.115, -0.991], [8.148, -0.193, 0.765], [-3.633, 0.401, -3.887], [-3.512, -0.658, -1.047], [3.382, -1.458, -1.745], [-3.500, 3.216, -4.639], [-4.715, -1.253, 7.610], [-4.171, -1.807, 6.299], [9.097, 0.102, -2.107], [3.709, -0.229, 0.454], [-2.358, -0.316, -1.995], [-3.976, -0.723, 5.234], [-5.240, -0.099, 4.845], [-1.038, 0.012, -1.268], [-3.634, 4.299, -4.701], [10.251, 1.657, -1.163], [5.254, -0.846, -0.908], [-0.989, -0.521, -0.319], [3.864, -2.111, -2.475], [3.170, -0.513, -2.250], [10.200, -0.281, 0.417], [-4.806, -2.044, 8.354], [-4.053, -0.486, 8.016], [-3.311, -1.688, -0.723], [-2.460, 3.010, -4.356], [-5.348, 1.288, -4.753], [9.894, -0.644, -2.125], [-5.702, -0.808, 7.472], [-3.514, -1.146, 4.340], [9.635, 1.209, 1.155], [-4.031, -0.612, -3.791], [-3.206, -2.286, 6.472], [-3.173, 0.464, -4.879], [-5.786, 0.021, 0.823], [-4.843, -2.574, 5.913], [-4.864, -1.505, 0.988], [-5.473, 1.163, -2.995], [2.774, -0.601, 0.878], [-3.305, 0.055, 5.603], [-4.459, -0.677, -1.595], [9.080, 0.597, -3.078], [-3.718, 2.771, -5.617], [-0.245, -0.412, -1.894], [4.407, -0.059, 1.272], [-2.771, 0.172, 0.813], [8.148, -0.421, -1.983], [4.507, -2.167, -0.042], [3.502, 0.732, -0.023], [8.517, 1.854, -0.994], [-4.653, -0.139, 2.134]]
}